The following is a quantum chemistry calculation of C12H10BeN2OS4Sb as an isolated structure in a non-equilibrium geometry, from the Open Molecules 2025 dataset.

The HOMO energy (spin up / spin down) is -0.1644 / -0.1643 hartree. The electronic energy comes out at -67915.35652 eV. The calculation puts the LUMO energy (spin up / spin down) at 0.066 / 0.065 Ha. The orbital gap (spin up / spin down) comes out at 6.3 / 6.2 eV. Its total charge is -1. Its spin multiplicity is 1.

Last column: Löwdin charge in e.
Cartesian coordinates (Å):
1 Be 6.69 9.91 5.64  -0.116
2 N 8.36 9.79 5.34  0.049
3 C 9.08 10.87 4.64  -0.155
4 C 10.40 10.66 4.27  -0.045
5 C 11.20 11.72 3.91  -0.093
6 C 10.63 13.01 3.86  -0.099
7 C 9.28 13.23 4.14  -0.044
8 C 8.43 12.17 4.57  -0.094
9 C 7.08 12.48 5.05  -0.146
10 C 6.67 13.90 5.29  -0.050
11 C 5.36 14.12 5.52  -0.127
12 C 4.39 13.07 5.58  -0.081
13 C 4.78 11.74 5.45  -0.164
14 C 6.08 11.49 5.25  -0.186
15 H 8.19 8.99 4.71  -0.013
16 H 8.94 9.24 5.98  0.133
17 H 10.83 9.69 4.27  0.101
18 H 12.29 11.60 3.69  0.107
19 H 11.26 13.85 3.56  0.099
20 H 8.91 14.27 3.99  0.109
21 H 7.43 14.68 5.39  0.093
22 H 4.97 15.16 5.71  0.107
23 H 3.31 13.27 5.59  0.095
24 H 4.10 10.89 5.37  0.066
25 S 7.30 7.07 3.39  -0.156
26 Sb 6.05 6.58 5.36  -0.105
27 S 5.37 8.68 6.30  0.194
28 S 7.81 5.37 6.57  0.029
29 S 4.40 5.24 4.64  -0.264
30 O 9.68 5.80 4.04  -0.099
31 N 9.35 5.09 4.89  -0.143

The following is a quantum chemistry calculation of C12H10BrN3Ta as an isolated structure in a non-equilibrium geometry, from the Open Molecules 2025 dataset.

The HOMO energy is -0.4404 hartree. The electronic energy comes out at -88663.48325 eV. The calculation puts the LUMO energy at -0.238 Ha. The orbital gap comes out at 5.5 eV. Its total charge is +1. Its spin multiplicity is 1.

Last column: Löwdin charge in e.
Cartesian coordinates (Å):
1 C -1.16 -0.76 -1.84  -0.155
2 C -1.21 -1.77 -0.82  -0.190
3 C -1.93 -1.22 0.30  -0.204
4 H -0.77 -2.74 -0.87  0.114
5 C -2.34 0.11 -0.03  -0.121
6 C -1.84 0.42 -1.34  -0.138
7 H -1.97 1.34 -1.86  0.127
8 H -0.70 -0.86 -2.80  0.126
9 H -2.11 -1.71 1.23  0.112
10 H -2.89 0.78 0.59  0.131
11 Ta -0.01 -0.01 0.00  1.470
12 Br 0.82 -1.87 1.58  0.398
13 C 1.97 1.15 0.38  -0.162
14 C 1.14 1.93 -0.49  -0.128
15 C 0.97 1.19 -1.72  -0.154
16 H 0.69 2.88 -0.27  0.132
17 C 1.69 -0.06 -1.58  -0.141
18 C 2.32 -0.06 -0.30  -0.197
19 H 2.94 -0.85 0.09  0.093
20 H 2.24 1.41 1.38  0.123
21 H 0.41 1.51 -2.57  0.124
22 H 1.75 -0.84 -2.32  0.130
23 N -0.20 0.70 2.11  -0.073
24 C -0.21 0.86 3.30  -0.316
25 N -0.21 1.00 4.56  0.100
26 C -0.08 -0.02 5.44  -0.327
27 N 0.02 -0.93 6.19  0.124

> Which of these has the highest electronic energy?

C12H10BeN2OS4Sb

> Number 2 is which compound?

C12H10BrN3Ta